# H52O28V

H52O28V as an isolated structure at a distorted geometry (the ωB97M-V functional and the def2-TZVPD basis, the OMol25 dataset).

Each line ends with the Mulliken charge.
Cartesian coordinates (Å):
O  -0.8467  0.3288  1.1000  -0.27
V  -0.5749  0.7849  -0.4036  0.95
O  -0.0553  -0.5870  -1.1379  -0.45
O  1.8946  2.1927  2.5412  -0.41
H  1.8206  2.8539  3.2294  0.21
H  1.9512  1.3613  3.0122  0.14
O  -2.7253  0.4904  -0.9224  -0.27
H  -3.6421  0.3622  -0.6788  0.27
H  -2.6754  0.1966  -1.8320  0.27
O  3.8396  -2.6427  0.8782  -0.53
H  3.9957  -2.0200  1.5882  0.20
H  2.9001  -2.8215  0.9181  0.39
O  -2.3508  -4.8033  -2.0298  -0.71
H  -2.7169  -4.8014  -1.1454  0.29
H  -1.4383  -4.5393  -1.9123  0.45
O  0.9986  -2.6659  1.3145  -0.56
H  0.4406  -2.2164  0.6797  0.21
H  0.4666  -2.7159  2.1086  0.26
O  1.8602  3.5169  -5.0161  -0.65
H  1.6089  3.0998  -4.1920  0.34
H  2.1971  4.3749  -4.7579  0.31
O  3.6882  3.1792  0.7114  -0.56
H  2.7824  3.4307  0.8917  0.25
H  4.1534  3.3551  1.5292  0.30
O  -0.5395  1.7962  -5.2204  -0.60
H  0.1057  2.4754  -5.4171  0.31
H  -0.3217  1.0788  -5.8155  0.31
O  -0.5050  2.1763  -2.3397  0.01
H  -0.3079  1.9211  -3.2410  0.13
H  -0.8619  3.0615  -2.4135  0.19
O  -1.8460  -3.5558  0.7482  -0.54
H  -1.9439  -3.1349  1.6024  0.20
H  -2.1815  -4.4428  0.8779  0.28
O  -1.1599  4.2274  3.2594  -0.62
H  -0.4131  4.1451  3.8526  0.30
H  -1.3496  5.1654  3.2411  0.27
O  0.1981  -4.7579  -1.2378  -0.60
H  0.9160  -5.3444  -0.9994  0.27
H  -0.0995  -4.3918  -0.4049  0.31
O  -1.6569  -0.8780  4.4191  -0.66
H  -1.9768  -0.0893  3.9810  0.30
H  -1.0607  -0.5527  5.0937  0.28
O  -2.4408  1.7431  4.0910  -0.58
H  -2.0014  2.5760  3.9193  0.31
H  -3.3682  1.9703  4.1577  0.27
O  -1.9201  4.7311  -2.7422  -0.57
H  -1.9728  5.6811  -2.8460  0.27
H  -2.6297  4.3904  -3.2869  0.30
O  -0.7715  -3.1219  3.3044  -0.60
H  -0.7758  -3.6710  4.0884  0.25
H  -1.1368  -2.2861  3.5947  0.54
O  2.9487  -0.1266  4.1870  -0.57
H  3.8001  -0.2750  3.7755  0.26
H  2.7424  -0.9563  4.6174  0.31
O  1.5505  1.4827  -0.0758  -0.28
H  2.3474  1.5459  -0.6023  0.29
H  1.8433  1.6370  0.8224  0.24
O  3.5013  2.0215  -2.2369  -0.55
H  3.6371  1.4985  -3.0269  0.27
H  4.0710  2.7821  -2.3516  0.26
O  -4.8710  -0.0934  1.9219  -0.59
H  -5.6597  0.3853  1.6665  0.31
H  -4.1481  0.4624  1.6308  0.25
O  -2.1173  -0.2773  -3.3384  -0.54
H  -1.7452  0.1504  -4.1096  0.15
H  -2.1439  -1.2060  -3.5685  0.40
O  -1.0159  2.8349  0.3001  -0.28
H  -1.0044  3.0207  1.2390  0.21
H  -1.4038  3.6161  -0.0943  0.20
O  0.4926  -4.6342  -4.6238  -0.68
H  0.5419  -4.7761  -3.6784  0.30
H  -0.1227  -5.2983  -4.9344  0.34
O  -1.9518  -2.8848  -3.9955  -0.68
H  -1.0649  -3.1960  -4.1762  0.30
H  -2.3075  -3.5207  -3.3747  0.39
O  0.6293  0.5421  6.0190  -0.60
H  1.0464  0.8369  6.8286  0.29
H  1.2060  0.8577  5.3232  0.30
O  4.8982  -2.2717  -1.7840  -0.62
H  4.7121  -2.7771  -0.9927  0.32
H  4.0371  -2.0077  -2.1082  0.29

Properties
HOMO level ... -12.046 eV
Maximum force ... 0.0778 Eh/bohr
Charge ... +1
E ... -83860.344 eV

=====

# C8H5NO3

One molecule with the formula C8H5NO3 at a distorted geometry (the ωB97M-V functional and the def2-TZVPD basis, the OMol25 dataset).

Each line ends with the Mulliken charge.
Cartesian coordinates (Å):
C  1.0318  1.1398  -0.9190  0.47
C  0.1871  0.5214  0.1986  0.27
C  0.6763  0.5830  1.5479  -0.38
C  -0.1837  0.0220  2.4849  -0.41
C  -1.1731  -0.9280  2.0879  -0.27
C  -1.3228  -1.3878  0.6791  -0.45
C  -0.6946  -0.5261  -0.2855  0.42
C  -0.4438  -0.5700  -1.8290  0.10
H  1.7186  0.5756  -3.5249  0.36
H  1.7136  1.1519  1.7589  0.29
H  0.0272  0.2630  3.5064  0.42
H  -1.9775  -1.6937  2.5339  0.24
H  -2.2521  -1.8226  0.2029  0.29
N  0.7695  0.4088  -1.9218  0.14
O  1.0972  1.1803  -2.9958  -0.37
O  1.8628  2.1242  -0.7138  -0.64
O  -1.0366  -1.0418  -2.8107  -0.50

Properties
HOMO level ... -9.872 eV
Maximum force ... 0.1820 Eh/bohr
SMILES ... O=C1c2ccccc2C(=O)N1O
ΔE to the lowest compared entry with this formula, charge and spin ... 124.3 kcal/mol
E ... -16004.652 eV

=====

# C3H10N2Si

A 3-piece molecular cluster, C3H10N2Si overall at a distorted geometry (the ωB97M-V functional and the def2-TZVPD basis, the OMol25 dataset).

Each line ends with the Mulliken charge.
Cartesian coordinates (Å):
C  -0.9993  1.6129  -1.7065  -0.18
C  1.0566  -1.1774  -0.9926  -0.84
C  0.6184  0.0582  2.0755  -0.98
N  -0.0344  2.3851  -0.9600  -0.58
N  -0.6635  1.2427  -0.3594  -0.08
Si  0.3264  -0.1036  0.2254  0.32
H  -2.1179  1.8352  -1.7874  0.22
H  -0.6419  0.8124  -2.3468  0.25
H  1.6901  -2.0237  -0.6382  0.29
H  0.4709  -1.4199  -1.8053  0.28
H  -0.9347  -2.6759  1.1570  -0.25
H  0.4510  -0.7900  2.7743  0.35
H  1.5340  0.6279  2.2976  0.33
H  -0.2092  0.8372  2.2289  0.31
H  0.8724  2.2078  -1.3130  0.33
H  -1.4191  -3.4291  1.1504  0.23

Properties
HOMO level ... -8.212 eV
Maximum force ... 0.0782 Eh/bohr
ΔE to the lowest compared entry with this formula, charge and spin ... 135.0 kcal/mol
E ... -14125.824 eV

=====

# C26H40BCdF3N6S3

C26H40BCdF3N6S3 as an isolated structure (the ωB97M-V functional and the def2-TZVPD basis, the OMol25 dataset).

Each line ends with the Mulliken charge.
Cartesian coordinates (Å):
Cd  -1.0479  -0.7295  -0.1817  2.07
C  3.0368  2.7554  -1.5411  -1.65
C  2.2508  1.5171  -1.7974  0.58
C  2.1205  0.8165  -2.9757  -0.78
C  1.1888  -0.1922  -2.7039  -1.05
N  0.8054  -0.1120  -1.4344  0.87
N  1.4621  0.9361  -0.8780  0.89
B  1.3337  1.3044  0.6143  -0.81
N  1.6268  0.0670  1.4994  0.00
N  1.0385  -1.1405  1.2906  0.44
C  1.6619  -2.0153  2.0738  -0.59
C  2.6435  -1.3553  2.8358  -1.13
C  2.5954  -0.0421  2.4293  0.56
C  3.4317  1.1056  2.8895  -1.42
C  1.3794  -3.5015  2.1009  2.67
C  0.5397  -3.8507  3.3337  -1.55
C  2.7195  -4.2465  2.1913  -1.89
C  0.6591  -3.9535  0.8368  -1.41
N  -0.0265  1.9541  0.9416  1.21
N  -1.2098  1.3269  0.7416  -0.43
C  -2.1804  2.1903  1.0167  -0.72
C  -1.6092  3.4090  1.4117  -0.79
C  -0.2486  3.2169  1.3468  0.76
C  0.8335  4.2079  1.6177  -1.44
C  -3.6643  1.8960  0.9300  2.69
C  -3.9929  0.7478  -0.0198  -1.69
C  -4.3690  3.1581  0.4176  -1.92
C  -4.1778  1.5456  2.3331  -1.76
C  0.6513  -1.2415  -3.6509  2.51
C  0.7953  -2.6302  -3.0257  -1.23
C  -0.8162  -0.9540  -3.9785  -1.53
C  1.4551  -1.1972  -4.9538  -2.45
H  3.5869  3.0216  -2.4435  0.42
H  2.3677  3.5806  -1.2979  0.17
H  3.7461  2.6359  -0.7212  0.19
H  2.5918  1.0486  -3.9125  0.44
H  2.1692  2.1245  0.8540  -0.18
H  3.3125  -1.7750  3.5667  0.38
H  4.0977  0.7669  3.6843  0.35
H  4.0375  1.5161  2.0812  0.22
H  2.8174  1.9171  3.2801  0.17
H  1.0253  -3.4930  4.2449  0.34
H  -0.4511  -3.4074  3.2609  0.20
H  0.4222  -4.9345  3.4068  0.42
H  3.2529  -4.0108  3.1141  0.31
H  2.5389  -5.3236  2.1747  0.45
H  3.3652  -3.9925  1.3492  0.38
H  -0.3098  -3.4782  0.7356  -0.29
H  1.2522  -3.7280  -0.0504  0.22
H  0.4858  -5.0315  0.8770  0.52
H  -2.1146  4.3192  1.6786  0.34
H  0.3823  5.1366  1.9687  0.39
H  1.5339  3.8554  2.3759  0.15
H  1.4047  4.4250  0.7152  0.20
H  -3.6000  0.9371  -1.0180  0.26
H  -3.6191  -0.2036  0.3545  0.03
H  -5.0794  0.6454  -0.0864  0.48
H  -3.9695  3.4487  -0.5544  0.32
H  -5.4360  2.9546  0.3108  0.45
H  -4.2578  3.9947  1.1092  0.33
H  -3.7175  0.6230  2.6853  0.27
H  -3.9571  2.3472  3.0422  0.35
H  -5.2597  1.3937  2.3056  0.45
H  0.1988  -2.7255  -2.1201  -0.13
H  0.4470  -3.3920  -3.7277  0.43
H  1.8389  -2.8358  -2.7747  0.35
H  -1.4532  -1.0631  -3.1020  0.04
H  -0.9402  0.0675  -4.3368  0.32
H  -1.1651  -1.6620  -4.7354  0.46
H  2.5168  -1.3770  -4.7742  0.42
H  1.0874  -1.9680  -5.6346  0.44
H  1.3449  -0.2315  -5.4475  0.41
S  -4.0498  -4.3648  0.6986  -0.43
C  -3.0785  -3.0033  0.5510  0.10
S  -2.5507  -2.0433  1.8673  -0.44
S  -2.4600  -2.5812  -1.0372  -0.61
F  -1.6000  1.5409  -2.2006  0.49
C  -1.1426  2.6144  -3.0314  -1.30
F  -0.2477  3.2367  -2.1207  -0.07
F  -2.2508  3.4813  -2.8766  -0.26

Properties
HOMO level ... -1.441 eV
Maximum force ... 0.0101 Eh/bohr
Charge ... -2
ΔE to the lowest compared entry with this formula, charge and spin ... 3.0 kcal/mol
E ... -82456.754 eV

=====

# C6H6O2

One molecule with the formula C6H6O2 at a distorted geometry (the ωB97M-V functional and the def2-TZVPD basis, the OMol25 dataset).

Each line ends with the Mulliken charge.
Cartesian coordinates (Å):
C  3.0860  -0.2320  0.0188  -0.71
C  0.7769  -0.5998  -0.0495  -0.30
C  -0.5079  -0.1587  0.0595  0.46
C  -1.4791  -1.2179  -0.0370  -0.19
C  -0.8943  1.1791  -0.0069  -0.51
C  -1.2579  2.3228  -0.0266  0.23
H  3.7935  0.6026  0.0755  0.24
H  3.2753  -0.8507  -0.8542  0.32
H  3.2449  -0.8491  0.9109  0.32
H  0.9671  -1.6762  -0.0465  0.28
H  -1.0213  -2.2349  -0.1440  0.24
H  -1.4663  3.3731  0.0134  0.43
O  1.7769  0.3050  -0.0068  -0.32
O  -2.6689  -1.0708  0.0437  -0.49

Properties
HOMO level ... -8.919 eV
Maximum force ... 0.0444 Eh/bohr
SMILES ... C#C/C(C=O)=C\OC
ΔE to the lowest compared entry with this formula, charge and spin ... 58.4 kcal/mol
E ... -10410.876 eV

=====

# C46H35AuN2O2S2

C46H35AuN2O2S2 as an isolated structure (the ωB97M-V functional and the def2-TZVPD basis, the OMol25 dataset).

Each line ends with the Mulliken charge.
Cartesian coordinates (Å):
Au  -0.8799  -0.6518  0.4508  0.74
C  -0.7598  -1.7455  -5.1932  -0.73
C  -2.0053  -2.2256  -4.8055  -0.65
C  -2.4987  -1.9560  -3.5395  -0.39
C  -1.7190  -1.2122  -2.6619  -0.14
C  -0.4632  -0.7495  -3.0248  0.48
C  0.0080  -1.0039  -4.3054  -0.50
N  -2.1819  -0.8777  -1.3557  0.63
N  -3.3901  -0.7150  -1.1732  -0.76
C  -3.7396  -0.3363  0.1248  0.38
C  -5.0813  -0.1189  0.4099  -0.41
C  -5.4327  0.2964  1.6848  -0.63
C  -4.4490  0.4931  2.6421  -0.49
C  -3.0989  0.2739  2.3517  -0.54
C  -2.7379  -0.1437  1.0912  0.22
H  -0.3994  -1.9423  -6.1945  0.45
H  -2.6010  -2.8040  -5.4991  0.40
H  -3.4719  -2.3105  -3.2295  0.51
H  0.1048  -0.1526  -2.3164  0.16
H  0.9627  -0.5957  -4.6162  0.60
H  -5.8232  -0.2746  -0.3619  0.47
H  -6.4709  0.4697  1.9319  0.40
H  -4.7288  0.8192  3.6357  0.42
H  -2.3563  0.4311  3.1243  0.43
C  6.4917  -4.4102  3.3580  -1.49
C  5.4744  -3.5532  2.6612  0.88
C  5.4297  -2.1772  2.8644  -0.95
C  4.4854  -1.3937  2.2187  -0.18
C  3.5874  -1.9966  1.3498  0.36
C  3.6046  -3.3716  1.1316  -0.46
C  4.5432  -4.1367  1.7913  -0.79
S  2.4189  -0.9173  0.5869  0.78
O  1.0723  -1.6224  0.6791  -0.95
C  2.8902  -1.2153  -1.1346  0.68
C  2.2739  -2.2360  -1.8252  -0.58
C  2.6562  -2.5064  -3.1435  -1.19
C  3.6467  -1.7382  -3.7757  0.63
C  4.0492  -2.0099  -5.0950  -0.95
C  5.0221  -1.2297  -5.7216  -0.74
C  5.5928  -0.1657  -5.0454  -0.98
C  5.2008  0.1307  -3.7345  -0.80
C  4.2370  -0.6493  -3.0821  0.92
C  3.8338  -0.3692  -1.7506  0.61
C  4.3612  0.8007  -0.9935  -0.36
C  5.6356  0.7258  -0.3635  1.12
C  6.4870  -0.4018  -0.4898  -0.76
C  7.6926  -0.4288  0.1496  -0.92
C  8.1077  0.6616  0.9466  -0.71
C  7.3045  1.7553  1.0904  -1.01
C  6.0461  1.8168  0.4445  0.78
C  5.1904  2.9357  0.5985  -1.47
C  3.9759  2.9906  -0.0184  -0.99
C  3.5631  1.9118  -0.8239  0.95
S  1.9288  1.8327  -1.5843  1.25
O  1.0091  1.2340  -0.5495  -0.55
C  1.5495  3.5618  -1.7010  -0.59
C  0.6093  4.0985  -0.8403  -0.17
C  0.2974  5.4458  -0.9551  -0.88
C  0.9081  6.2510  -1.9129  0.98
C  0.5406  7.7027  -2.0410  -1.50
C  1.8496  5.6737  -2.7685  -0.79
C  2.1687  4.3318  -2.6763  -0.16
H  7.0179  -3.8568  4.1331  0.37
H  7.2303  -4.7818  2.6449  0.32
H  6.0190  -5.2791  3.8157  0.40
H  6.1287  -1.7133  3.5492  0.39
H  4.4429  -0.3243  2.3955  0.49
H  2.8734  -3.8395  0.4835  0.44
H  4.5562  -5.2102  1.6449  0.44
H  1.4952  -2.8143  -1.3412  0.75
H  2.1860  -3.3209  -3.6819  0.48
H  3.5937  -2.8370  -5.6269  0.54
H  5.3244  -1.4610  -6.7338  0.46
H  6.3464  0.4442  -5.5252  0.49
H  5.6524  0.9671  -3.2145  0.61
H  6.1781  -1.2541  -1.0845  0.51
H  8.3368  -1.2926  0.0499  0.48
H  9.0690  0.6244  1.4423  0.45
H  7.6165  2.5941  1.7006  0.48
H  5.5216  3.7580  1.2214  0.46
H  3.3287  3.8498  0.0960  0.55
H  0.1403  3.4684  -0.0953  0.49
H  -0.4341  5.8801  -0.2841  0.40
H  0.3674  8.1529  -1.0643  0.39
H  -0.3787  7.8114  -2.6197  0.30
H  1.3205  8.2675  -2.5488  0.38
H  2.3336  6.2867  -3.5186  0.37
H  2.8983  3.8983  -3.3520  0.46

Properties
HOMO level (spin up / spin down) ... -12.989 / -13.232 eV
Spin multiplicity ... 3
Maximum force ... 0.0090 Eh/bohr
Charge ... +2
ΔE to the lowest compared entry with this formula, charge and spin ... 0.0 kcal/mol
E ... -80690.636 eV